# 1
C11H7F2O4 | ωB97M-V/def2-TZVPD

- HOMO energy (eV) = -3.141
- Kohn-Sham gap (eV) = 5.1

Geometry as ORCA input:
```
! RIJCOSX wB97M-V def2-TZVPD def2/J DEFGRID3
* xyz -1 1
O 0.1189 2.0454 2.1996
C -0.6249 1.4119 1.5255
C -2.1753 1.6489 1.5029
C -2.9811 0.5635 1.4085
F -4.3471 0.7946 1.3567
C -2.3716 -0.8793 1.3187
O -2.8751 -1.8285 1.8644
C -1.0417 -0.9465 0.4919
C -0.7118 -2.0855 -0.3673
C 0.5413 -2.0273 -1.1333
C 1.4115 -0.8479 -1.0153
C 2.7381 -0.7545 -1.8687
O 3.2363 0.5915 -1.8620
O 2.4904 1.3451 -2.7518
C 1.0919 0.2875 -0.1536
C -0.1503 0.2277 0.5993
H -2.5627 2.6923 1.5398
H -1.3983 -2.9612 -0.4360
H 0.7745 -2.8807 -1.8142
H 2.4591 -0.9735 -2.9394
H 3.4712 -1.4966 -1.4735
H 1.9273 1.9282 -2.2073
H 1.7306 1.1966 -0.0408
F -0.7510 2.9481 4.2562
*
```

---

# 2
C16H36N2O7 | ωB97M-V/def2-TZVPD

- SMILES string = COCCCCCCCOC(=O)NCOO.COCCNCCOC
- HOMO energy (eV) = -8.735
- Kohn-Sham gap (eV) = 9.4

Geometry as ORCA input:
```
! RIJCOSX wB97M-V def2-TZVPD def2/J DEFGRID3
* xyz 0 1
C 1.7992 1.0583 -0.2622
O 0.5668 0.3653 0.0884
C 0.7943 -0.6345 1.1106
C 0.6751 -2.1011 0.4287
C 2.0339 -2.9480 0.6557
C 1.8886 -4.3326 -0.1303
C 1.9368 -4.1305 -1.7274
C 3.2043 -3.2792 -2.2184
C 2.7683 -1.8466 -2.8478
O 3.0348 -1.8323 -4.2945
C 1.8938 -2.4014 -4.9670
O 1.8180 -3.6361 -5.0139
N 0.9214 -1.4740 -5.5072
C 0.6924 -1.6682 -6.9650
O 1.7012 -1.0809 -7.8064
O 2.7958 -1.8961 -7.9368
H 1.8026 1.2864 -1.3745
H 1.7822 2.0572 0.2915
H 2.7352 0.4816 0.0190
H -0.0156 -0.5070 1.9010
H 1.7927 -0.5475 1.6488
H -0.1685 -2.6599 0.9437
H 0.4752 -1.9108 -0.6780
H 2.0584 -3.1798 1.7800
H 2.9340 -2.3241 0.3556
H 0.8604 -4.7797 0.0989
H 2.7264 -5.0534 0.1355
H 0.9774 -3.6136 -2.0724
H 1.9659 -5.1786 -2.1785
H 3.9318 -3.1281 -1.3554
H 3.6618 -3.8562 -3.0942
H 3.4579 -1.0804 -2.3531
H 1.6915 -1.5885 -2.5948
H 1.1317 -0.4974 -5.2738
H -0.2840 -1.1111 -7.2027
H 0.4711 -2.7631 -7.2288
H 3.4613 -1.5153 -7.3088
C -4.3207 4.2494 1.3885
O -3.5077 4.8001 2.4121
C -4.1222 4.7525 3.7007
C -3.3518 3.8047 4.6177
N -3.5245 2.4139 4.1989
C -2.6270 1.4816 4.8831
C -1.1235 1.6239 4.6075
O -0.7521 1.3110 3.2692
C -0.8408 2.4013 2.3634
H -3.8238 4.4201 0.4321
H -4.4446 3.1712 1.5254
H -5.3003 4.7372 1.3629
H -5.1813 4.4803 3.6429
H -4.0635 5.7638 4.1156
H -3.7148 3.9214 5.6434
H -2.2965 4.0978 4.5879
H -3.3550 2.3463 3.2015
H -2.9292 0.4756 4.5740
H -2.8028 1.5432 5.9624
H -0.6101 0.8891 5.2363
H -0.7290 2.6009 4.9071
H -0.6426 3.3625 2.8442
H -1.8171 2.4131 1.8747
H -0.0929 2.2465 1.5829
*
```

---

# 3
C18H21N3O4S2 | ωB97M-V/def2-TZVPD

- SMILES string = C=CCN(CC=C)S(=O)(=O)c1ccc2nc(NC(=O)[C@@H]3CCCO3)sc2c1
- HOMO energy (eV) = -8.713
- Kohn-Sham gap (eV) = 9.1
- energy above the lowest of the compared OMol25 structures with the same formula, charge and spin (kcal/mol) = 63.77

Geometry as ORCA input:
```
! RIJCOSX wB97M-V def2-TZVPD def2/J DEFGRID3
* xyz 0 1
C 2.0003 -2.0997 -1.4148
C 3.0055 -1.7029 -0.6580
C 4.2708 -1.0930 -1.1878
N 4.7043 0.0914 -0.4790
C 5.2243 -0.0584 0.8613
C 6.5126 -0.8235 0.8464
C 6.7646 -1.8704 1.6089
S 3.9006 1.4972 -0.8477
O 3.8075 1.5714 -2.2749
O 4.5607 2.5532 -0.1371
C 2.2509 1.2933 -0.1776
C 2.0610 1.4224 1.1928
C 0.8195 1.1929 1.7476
C -0.2314 0.8268 0.9089
N -1.5074 0.5569 1.3089
C -2.2503 0.2496 0.3067
N -3.5726 -0.0626 0.4263
C -4.3538 -0.3937 -0.6376
O -3.9356 -0.4378 -1.7729
C -5.8031 -0.7053 -0.2557
C -6.7693 0.0866 -1.1430
C -6.9469 1.3611 -0.3215
C -6.9201 0.8127 1.1041
O -6.0668 -0.3295 1.0853
S -1.4961 0.2465 -1.2838
C -0.0185 0.7138 -0.4864
C 1.2291 0.9491 -1.0349
H 1.1140 -2.5482 -0.9992
H 2.0264 -1.9966 -2.4867
H 2.9579 -1.8214 0.4167
H 4.1414 -0.7944 -2.2294
H 5.0831 -1.8278 -1.1280
H 4.5020 -0.5389 1.5366
H 5.4127 0.9611 1.2095
H 7.2445 -0.4534 0.1426
H 7.7091 -2.3855 1.5769
H 6.0395 -2.2487 2.3115
H 2.8975 1.7238 1.8026
H 0.6432 1.2887 2.8066
H -4.0041 -0.0492 1.3456
H -5.9381 -1.7896 -0.3533
H -6.3457 0.2575 -2.1297
H -7.7163 -0.4435 -1.2411
H -7.8724 1.8859 -0.5424
H -6.1061 2.0362 -0.4871
H -7.9206 0.4939 1.4216
H -6.5287 1.5240 1.8349
H 1.4208 0.8780 -2.0925
*
```

---

# 4
C5H12S | ωB97M-V/def2-TZVPD

- HOMO energy (alpha / beta) (eV) = -11.903 / -11.903
- <S²> = 0.753
- Kohn-Sham gap (alpha / beta) (eV) = 7.6 / 3.2
- energy above the lowest of the compared OMol25 structures with the same formula, charge and spin (kcal/mol) = 62.67

Geometry as ORCA input:
```
! RIJCOSX wB97M-V def2-TZVPD def2/J DEFGRID3
* xyz 1 2
C -2.0674 1.1070 -1.2938
S -2.8449 0.0819 -2.7345
C -3.5226 -1.2519 -1.6400
H -2.2954 0.6544 -0.3306
H -1.0782 1.1296 -1.7294
H -2.4025 2.1122 -1.0756
H -3.1237 -1.3431 -0.6225
H -3.2887 -2.3091 -1.8629
H -4.5784 -0.9829 -1.5642
C 3.0203 -0.3099 0.3873
C 2.7137 0.7558 1.5231
C 2.2211 0.3591 2.6995
H 3.9772 -0.7482 0.6337
H 2.9896 0.2839 -0.5199
H 2.4824 -1.2631 0.2973
H 3.5156 1.4875 1.4194
H 2.3803 0.9224 3.6100
H 1.9015 -0.6856 2.8033
*
```

---

# 5
C48H125N9O15 | ωB97M-V/def2-TZVPD

- SMILES string = COC[C@H](C)N.COC[C@H](C)N.COC[C@H](C)N.COC[C@H](C)N.COCCNCCOC.COCCNCCOC.COCCNCCOC.COCCNCCOC.COCCNCCOC.CCO
- HOMO energy (eV) = -8.059
- Kohn-Sham gap (eV) = 8.6
- energy above the lowest of the compared OMol25 structures with the same formula, charge and spin (kcal/mol) = 1.65

Geometry as ORCA input:
```
! RIJCOSX wB97M-V def2-TZVPD def2/J DEFGRID3
* xyz 0 1
C 1.5654 4.1747 -0.4501
O 2.5746 3.3308 -0.9487
C 2.0386 2.1722 -1.5393
C 3.1303 1.1696 -1.9092
C 4.0200 1.5767 -3.0814
N 2.5355 -0.1424 -2.1542
H 1.9331 4.9849 0.1802
H 0.8833 3.6211 0.2082
H 0.9989 4.6517 -1.2567
H 1.2985 1.6802 -0.9011
H 1.5233 2.3940 -2.4892
H 3.7520 1.0246 -1.0172
H 3.3980 1.7828 -3.9562
H 4.8264 0.9073 -3.3722
H 4.4942 2.5278 -2.8216
H 1.9867 -0.2298 -3.0092
H 1.8528 -0.4027 -1.4354
C -5.0899 -0.7201 2.6015
O -4.9301 -2.0751 2.2883
C -4.0051 -2.3827 1.2464
C -4.0043 -3.8719 1.1165
C -2.9374 -4.4248 0.1504
N -5.3227 -4.4122 0.7613
H -4.0691 -0.3475 2.7824
H -5.6912 -0.6057 3.5015
H -5.5259 -0.0838 1.8203
H -4.2693 -1.8349 0.3371
H -3.0177 -2.0304 1.5707
H -3.6688 -4.2824 2.0811
H -3.0716 -5.5038 0.0919
H -1.9496 -4.2733 0.5998
H -2.9554 -3.9308 -0.8209
H -5.9778 -3.8185 1.2693
H -5.4703 -5.3515 1.1062
C -3.1959 3.8865 3.0866
O -1.9793 4.5673 2.9512
C -1.0988 4.4629 4.0425
C -0.0960 5.5938 3.9155
C 0.8093 5.5037 2.7208
N 0.7662 5.5839 5.1228
H -2.9765 2.8144 3.0283
H -3.9858 4.0933 2.3679
H -3.6703 4.0592 4.0605
H -1.7190 4.5214 4.9491
H -0.5787 3.4959 4.1073
H -0.6222 6.5554 3.9086
H 1.5257 4.6816 2.7262
H 1.3374 6.4440 2.5593
H 0.1634 5.3166 1.8565
H 1.3263 6.4354 5.0779
H 0.2242 5.7838 5.9652
C 3.6112 2.2412 2.2942
O 3.4948 1.3961 3.4127
C 4.1265 1.8639 4.5922
C 3.3486 3.0311 5.2255
C 3.9627 3.3626 6.5834
N 1.9308 2.7427 5.3835
H 3.2857 3.2654 2.5096
H 3.0318 1.8445 1.4641
H 4.6588 2.3515 1.9843
H 4.2134 1.0366 5.2957
H 5.1396 2.2374 4.4026
H 3.4494 3.9027 4.5608
H 3.2907 4.0818 7.0622
H 4.9016 3.9230 6.5398
H 4.0921 2.5037 7.2401
H 1.4609 3.6532 5.4074
H 1.6732 2.3662 4.4665
C -2.3037 2.4687 -0.2502
O -2.3412 3.0737 -1.5174
C -2.7242 4.4334 -1.4629
C -2.4649 5.1478 -2.7637
N -1.0112 5.2902 -2.9316
C -0.7236 5.9090 -4.2236
C 0.7573 5.9223 -4.5091
O 1.2339 4.6017 -4.6926
C 2.5653 4.5582 -5.1525
H -1.3347 2.6070 0.2400
H -2.3899 1.3812 -0.3248
H -3.1017 2.7720 0.4317
H -2.1897 4.9780 -0.6757
H -3.7898 4.4690 -1.1973
H -2.9354 6.1290 -2.6805
H -2.8829 4.6320 -3.6364
H -0.6118 4.3555 -2.9542
H -1.1318 6.9129 -4.3395
H -1.1826 5.3095 -5.0272
H 1.3215 6.3264 -3.6583
H 0.9981 6.5292 -5.3906
H 2.5638 4.9954 -6.1599
H 2.9257 3.5390 -5.2342
H 3.2361 5.1572 -4.5300
C -0.4652 0.4103 3.0658
O 0.0343 0.5544 1.7544
C 1.0340 -0.4082 1.4260
C 0.5265 -1.5491 0.5466
N 0.0612 -0.9424 -0.6902
C -0.6364 -1.9003 -1.5313
C -1.7235 -1.2966 -2.3934
O -2.8978 -1.0344 -1.6212
C -3.8010 -0.1892 -2.2817
H -0.6309 -0.6277 3.3615
H -1.3787 1.0028 3.1441
H 0.1984 0.8633 3.8137
H 1.5782 -0.7443 2.3145
H 1.7836 0.1719 0.8762
H -0.2539 -2.0577 1.1261
H 1.4172 -2.1577 0.3744
H -0.4968 -0.1069 -0.5769
H -1.1134 -2.7096 -0.9632
H 0.0318 -2.4570 -2.1947
H -2.0973 -2.0938 -3.0488
H -1.3989 -0.4786 -3.0409
H -4.6767 0.0441 -1.6785
H -4.1300 -0.5809 -3.2532
H -3.3138 0.7644 -2.5214
C 7.9297 -4.9507 -2.4434
O 6.7467 -4.2418 -2.1649
C 6.5749 -3.1703 -3.0746
C 5.2975 -2.3775 -2.9035
N 5.2236 -1.5743 -1.6982
C 5.0801 -2.4138 -0.4993
C 4.8924 -1.4868 0.7080
O 4.7119 -2.2859 1.8510
C 4.6950 -1.5694 3.0512
H 8.1041 -5.6366 -1.6152
H 8.7907 -4.2827 -2.5334
H 7.8339 -5.5683 -3.3424
H 6.6548 -3.5057 -4.1154
H 7.4183 -2.4775 -2.9472
H 4.4162 -3.0315 -2.9919
H 5.2890 -1.6464 -3.7171
H 4.4110 -0.9640 -1.6761
H 5.9092 -3.0727 -0.2615
H 4.1554 -2.9970 -0.6174
H 4.0248 -0.8299 0.5625
H 5.7875 -0.8559 0.7474
H 3.7141 -1.1288 3.2414
H 5.4945 -0.8253 3.1431
H 4.9015 -2.2101 3.9146
C 1.0654 -5.3937 1.7580
O 0.2869 -4.4066 2.3571
C -0.5278 -4.8405 3.4369
C -1.2517 -3.6195 3.9783
N -2.1996 -3.9754 5.0218
C -3.1526 -2.8824 5.2110
C -3.9382 -3.0280 6.5114
O -4.8240 -1.9383 6.5824
C -5.5776 -1.9805 7.7616
H 1.7139 -4.9394 1.0074
H 0.4477 -6.1472 1.2559
H 1.7786 -5.9156 2.4085
H 0.1080 -5.3444 4.1733
H -1.2568 -5.5457 3.0218
H -1.8363 -3.2331 3.1378
H -0.5437 -2.8474 4.3067
H -1.6665 -4.1567 5.8653
H -3.8822 -2.7893 4.4056
H -2.6053 -1.9297 5.1838
H -3.2196 -3.0279 7.3392
H -4.4336 -4.0020 6.4493
H -6.2773 -1.1484 7.8566
H -4.9286 -1.9057 8.6443
H -6.1939 -2.8827 7.8562
C -1.1570 -4.6815 -4.3799
O -0.8196 -3.5257 -5.1088
C 0.5715 -3.2513 -5.0959
C 0.8629 -1.9847 -5.8844
N 0.3114 -0.8497 -5.1963
C 0.4587 0.4186 -5.9273
C -0.4334 1.4460 -5.2843
O -1.7983 1.1520 -5.5409
C -2.5996 2.1431 -4.9226
H -2.2415 -4.7513 -4.3852
H -0.7339 -4.6403 -3.3677
H -0.7329 -5.5833 -4.8408
H 1.1659 -4.1223 -5.3886
H 0.8435 -3.0577 -4.0499
H 0.4756 -2.1912 -6.8947
H 1.9514 -1.8948 -5.9408
H -0.6624 -0.9855 -4.9557
H 0.1681 0.2959 -6.9795
H 1.5042 0.7342 -5.9411
H -0.1632 2.3876 -5.7859
H -0.2165 1.5665 -4.2180
H -3.6087 1.7302 -4.8386
H -2.5553 3.1086 -5.4288
H -2.3346 2.2156 -3.8598
C -5.1356 -3.3413 -3.9461
C -6.1371 -3.8712 -2.9119
O -5.5488 -4.8890 -2.1202
H -5.6369 -2.6374 -4.6194
H -4.8769 -4.1320 -4.6589
H -4.2423 -2.9551 -3.4609
H -7.0171 -4.2754 -3.4138
H -6.3783 -2.9817 -2.3177
H -5.3160 -4.4646 -1.2724
*
```

---

# 6
C5H15NO2 | ωB97M-V/def2-TZVPD

- HOMO energy (eV) = -8.547
- Kohn-Sham gap (eV) = 8.6
- energy above the lowest of the compared OMol25 structures with the same formula, charge and spin (kcal/mol) = 90.00

Geometry as ORCA input:
```
! RIJCOSX wB97M-V def2-TZVPD def2/J DEFGRID3
* xyz 0 1
C 1.1312 -0.2228 -1.3042
O 2.3228 0.3237 -0.9486
C 0.1862 0.3831 0.5144
C -1.3081 0.2053 0.5794
C -2.0580 0.8526 -0.5838
C -1.6636 -1.2718 0.6703
N 0.7342 1.5579 0.5912
H 0.8458 -1.1984 -0.8588
H 1.2526 -0.6462 -2.3385
H 0.3302 0.4813 -1.6288
H 0.7666 -0.3084 1.1169
H -1.5917 0.7036 1.4907
H -3.1467 0.7016 -0.4770
H -1.7319 0.4002 -1.5169
H -1.8785 1.9133 -0.6390
H -1.3974 -1.7771 -0.2522
H -2.7332 -1.4031 0.8378
H -1.1186 -1.7549 1.4694
H 1.7062 1.3766 0.1232
H 0.2618 2.2359 -0.0134
H 2.7644 -0.5291 0.3415
H 3.5618 -0.9157 1.6581
O 2.7639 -1.1077 1.1684
*
```

---

# 7
C8H7NO6Tm | ωB97M-V/def2-TZVPD

- HOMO energy (alpha / beta) (eV) = -20.690 / -20.692
- <S²> = 2.002
- Kohn-Sham gap (alpha / beta) (eV) = 6.3 / 6.4
- energy above the lowest of the compared OMol25 structures with the same formula, charge and spin (kcal/mol) = 33.20

Geometry as ORCA input:
```
! RIJCOSX wB97M-V def2-TZVPD def2/J DEFGRID3
* xyz 3 3
O -3.4903 -3.5176 -2.3205
C -2.5582 -3.0726 -1.7954
Tm 0.1267 -0.2025 -1.6087
O -1.6121 -0.9920 -4.7943
C -1.1748 -1.0516 -3.7161
C 0.2365 1.4816 -3.0387
O 0.0977 2.2725 -3.8746
C 1.2774 -1.6382 -3.2029
O 1.7925 -2.2263 -4.0582
C -2.1352 0.6106 -1.9501
O -3.1820 0.9999 -2.2678
C 1.6375 -0.5530 2.7897
N 0.8085 0.6490 2.6151
C 0.6222 1.6273 3.6911
C 0.2274 0.8381 1.4625
O 0.4797 0.0691 0.4632
H 2.0526 -0.5113 3.7943
H 2.4646 -0.5913 2.0581
H 1.0530 -1.4851 2.6734
H 0.9639 2.5885 3.3075
H -0.4487 1.6939 3.8946
H 1.2007 1.2818 4.5321
H -0.4396 1.7291 1.3457
*
```

---

# 8
C18H17NOS | ωB97M-V/def2-TZVPD

- HOMO energy (eV) = -6.028
- Kohn-Sham gap (eV) = 3.7
- energy above the lowest of the compared OMol25 structures with the same formula, charge and spin (kcal/mol) = 69.00

Geometry as ORCA input:
```
! RIJCOSX wB97M-V def2-TZVPD def2/J DEFGRID3
* xyz 0 1
C -3.5391 -1.8613 4.3745
C -2.5532 -0.7801 4.1138
S -0.9219 -1.2002 3.9916
O -2.9370 0.3702 3.9895
H -4.5344 -1.4210 4.4497
H -3.5447 -2.5891 3.5621
H -3.3213 -2.3799 5.3090
C 4.2495 1.1604 1.5111
N 3.0236 0.9458 0.7410
C 1.8274 0.5465 1.2598
C 0.8934 0.3635 0.2244
C -0.3900 -0.2085 0.3735
C -1.4232 -0.3468 -0.6260
C -1.8571 0.7131 -1.4562
C -2.8975 0.5401 -2.3395
C -3.5265 -0.6892 -2.4517
C -3.1205 -1.7458 -1.6559
C -2.1079 -1.5753 -0.7454
C 1.5932 0.6667 -1.0060
C 1.2180 0.5811 -2.3514
C 2.1477 0.8627 -3.3216
C 3.4539 1.2228 -2.9755
C 3.8461 1.2963 -1.6592
C 2.9123 1.0153 -0.6622
H 5.0226 1.6244 0.9058
H 4.0523 1.8067 2.3626
H 4.6298 0.2135 1.8852
H 1.6467 0.3815 2.3090
H -0.5777 -0.6888 1.3215
H -1.3977 1.6805 -1.3497
H -3.2454 1.3683 -2.9364
H -4.3290 -0.8265 -3.1586
H -3.5934 -2.7096 -1.7588
H -1.8062 -2.3911 -0.1127
H 0.2176 0.2839 -2.6076
H 1.8688 0.7888 -4.3610
H 4.1634 1.4371 -3.7574
H 4.8573 1.5442 -1.3911
*
```

---

# 9
C7H17N3O2 | ωB97M-V/def2-TZVPD

- SMILES string = [H]/N=C(\CO)NC.C[C@]1(CN)CO1
- HOMO energy (eV) = -8.588
- Kohn-Sham gap (eV) = 9.2
- energy above the lowest of the compared OMol25 structures with the same formula, charge and spin (kcal/mol) = 23.27

Geometry as ORCA input:
```
! RIJCOSX wB97M-V def2-TZVPD def2/J DEFGRID3
* xyz 0 1
H -0.4891 -4.3634 -1.0984
N -0.0623 -3.6990 -1.6981
C -0.5225 -2.5456 -1.4256
C -1.4775 -2.2311 -0.2718
O -2.0886 -0.9603 -0.3632
N -0.1699 -1.4467 -2.1567
C 0.8750 -1.5472 -3.1506
H -2.2317 -3.0380 -0.1987
H -0.9025 -2.2377 0.6639
H -2.6721 -0.9761 -1.1352
H -0.3534 -0.5721 -1.7145
H 1.8576 -1.8149 -2.7070
H 0.9617 -0.5800 -3.6767
H 0.6149 -2.3329 -3.8616
C -0.4646 3.0288 2.0098
C 0.6974 2.1223 1.6965
C 0.3768 0.6602 1.4268
N -0.3618 0.4253 0.2014
C 2.0484 2.4915 2.1361
O 1.6499 2.6630 0.7815
H -1.1999 2.9935 1.1829
H -0.9374 2.7056 2.9124
H -0.1150 4.0642 2.1145
H 1.3176 0.1014 1.3669
H -0.1873 0.2385 2.2680
H -1.2865 0.8534 0.2543
H 0.1306 0.8837 -0.5599
H 2.8028 1.7035 2.3064
H 2.1895 3.4103 2.6966
*
```

---

What are the electronic energy values for these records? In order: -923.88392 -1267.17727 -1960.08947 -595.46503 -3524.92646 -404.61163 -1899.26567 -1224.21148 -591.58952 Ha.